1.
{"formula": "C4H16AlN8O4", "method": "wB97M-V/def2-TZVPD", "charge": 3, "relative_energy_kj_mol": 251.32, "homo_lumo_gap_ev": 3.346, "species": ["H", "Al", "C", "H", "H", "C", "H", "N", "N", "C", "H", "H", "N", "O", "H", "N", "H", "O", "C", "N", "N", "H", "N", "H", "O", "H", "N", "H", "H", "H", "H", "H", "O"], "xyz": [[0.449, 1.812, 3.942], [2.983, -1.248, -0.275], [1.215, 0.070, 3.019], [0.431, -0.464, 4.887], [1.440, -1.617, 4.078], [-0.996, -1.915, 0.497], [-2.638, -1.262, 1.360], [-0.613, 2.144, -0.224], [1.012, -0.702, 4.100], [0.210, -0.779, -3.318], [-2.782, -2.658, -0.102], [2.121, 3.479, -0.894], [-0.728, 0.139, -3.147], [1.965, -0.300, 2.079], [0.673, 4.302, -0.247], [-1.649, -1.072, 1.328], [-1.354, -3.487, -0.633], [1.417, 1.215, -0.706], [0.707, 2.225, -0.473], [0.669, 1.275, 3.117], [-1.796, -2.636, -0.311], [-1.173, 2.973, -0.354], [1.176, 3.477, -0.530], [-1.057, -1.924, -4.270], [1.244, -0.826, -2.615], [0.648, -2.458, -4.336], [-0.063, -1.746, -4.222], [-1.329, -0.323, 1.917], [-1.142, 1.303, -0.055], [0.777, 1.812, 2.269], [-0.601, 0.813, -2.410], [-1.451, 0.279, -3.838], [0.237, -1.900, 0.366]]}

---

2.
{"formula": "C4H16AlO8P", "method": "wB97M-V/def2-TZVPD", "homo_lumo_gap_ev": 5.301, "species": ["Al", "H", "O", "H", "H", "O", "O", "H", "H", "C", "H", "P", "H", "H", "H", "C", "H", "H", "H", "O", "H", "H", "H", "H", "C", "O", "O", "C", "O", "O"], "xyz": [[-0.460, -0.687, -1.286], [0.429, 3.025, 1.262], [-4.870, -1.689, -0.061], [4.228, -2.190, -1.087], [2.938, -0.555, -1.668], [-1.730, 1.987, -1.614], [-2.653, -2.363, -0.792], [1.446, -1.730, 2.355], [1.708, 1.023, 1.193], [0.455, -2.182, 2.399], [3.240, -2.585, 0.294], [-3.370, -1.647, 0.368], [1.890, 3.085, 0.234], [-2.141, 3.979, -1.998], [0.293, 2.861, -0.422], [0.940, 2.579, 0.409], [-0.509, 3.441, -2.441], [4.173, -0.995, 0.105], [0.593, -3.259, 2.303], [-2.825, -0.197, 0.355], [0.085, -2.093, 3.420], [-1.822, 3.043, -3.455], [-2.665, 1.805, -1.498], [-1.352, -2.051, 1.689], [3.546, -1.761, -0.351], [2.487, -1.082, -1.003], [-3.078, -2.462, 1.653], [-1.559, 3.151, -2.402], [-0.500, -1.626, 1.561], [1.085, 1.175, 0.479]]}

---

3.
{"formula": "C4H16BCl2CrO4S", "method": "wB97M-V/def2-TZVPD", "charge": -1, "homo_lumo_gap_ev": [6.750, 8.670], "multiplicity": 5, "species": ["H", "H", "H", "C", "H", "H", "H", "H", "O", "H", "H", "O", "H", "Cr", "H", "O", "Cl", "H", "C", "H", "B", "C", "Cl", "H", "O", "H", "H", "C", "S"], "xyz": [[-0.968, -0.573, 4.198], [-0.598, -1.263, 1.948], [-2.588, 2.613, -3.705], [0.902, -3.043, 0.094], [0.705, -0.051, 4.429], [1.323, -3.953, 0.512], [-1.201, 0.965, -3.842], [0.911, 3.378, -0.010], [3.232, -1.993, 0.604], [-3.211, 1.701, -2.282], [-1.955, 2.945, -2.089], [1.463, -1.546, 2.161], [-0.496, 2.133, -0.434], [-0.018, 0.414, -1.400], [-0.122, -2.912, 0.449], [-1.319, 1.181, -2.914], [1.212, -0.630, -3.242], [0.257, 3.198, -1.951], [0.244, -0.783, 2.449], [0.358, 0.214, 2.035], [0.511, 2.656, -0.900], [0.073, -0.798, 3.956], [-1.958, -0.739, -0.317], [0.868, -3.008, -0.993], [1.333, -0.526, -0.016], [1.287, 1.732, -0.981], [0.249, -1.804, 4.337], [-2.342, 2.168, -2.741], [1.851, -1.678, 0.644]]}

---

4.
{"formula": "C4H16ClINO2P4S", "method": "wB97M-V/def2-TZVPD", "charge": -1, "relative_energy_kj_mol": 0.00, "homo_lumo_gap_ev": 6.534, "species": ["H", "H", "O", "H", "P", "H", "H", "H", "H", "S", "H", "H", "H", "P", "N", "C", "C", "H", "C", "P", "C", "H", "H", "H", "P", "H", "O", "Cl", "H", "I"], "xyz": [[-2.347, 0.170, -1.274], [-0.970, -0.756, 1.260], [1.613, -1.617, 1.320], [-2.657, 1.885, 0.483], [0.436, 1.958, 1.492], [2.334, -1.807, 1.935], [-4.145, 0.961, 0.312], [0.188, -2.370, -0.494], [-1.418, -2.266, -1.251], [1.931, 4.005, -0.650], [-3.090, 0.622, 1.664], [1.397, 2.279, -2.743], [-3.083, -1.038, -0.252], [2.241, -0.578, 0.172], [2.689, -1.604, -1.119], [-2.413, -0.173, -0.238], [-1.027, -0.651, 0.180], [2.342, -2.555, -1.070], [-0.849, -2.087, -0.342], [0.296, 0.599, -0.466], [-3.095, 0.895, 0.606], [3.701, -1.630, -1.174], [3.094, 1.602, -1.559], [-0.694, 1.545, -0.884], [1.827, 2.187, -1.426], [1.722, 0.903, 2.875], [1.863, 1.590, 2.209], [-0.766, 1.039, 2.988], [-1.246, -2.766, 0.419], [0.124, -0.343, -2.975]]}

---

5.
{"formula": "C4H16FIN2O4P2Si2Zr", "method": "wB97M-V/def2-TZVPD", "charge": 4, "homo_lumo_gap_ev": 2.386, "species": ["H", "N", "H", "Zr", "P", "O", "P", "H", "O", "H", "H", "H", "H", "H", "C", "H", "H", "F", "O", "N", "Si", "Si", "H", "H", "H", "H", "H", "C", "H", "C", "I", "C", "O"], "xyz": [[1.950, 3.497, 0.749], [3.035, -0.733, 3.107], [-1.437, 0.944, 2.932], [3.231, -3.822, -0.734], [1.122, 1.573, -0.109], [2.433, 1.454, -1.300], [2.911, -1.106, 1.350], [-0.124, 0.788, -2.595], [3.092, -2.843, 1.090], [-3.634, 1.525, -0.528], [-1.769, 1.510, -0.247], [-2.467, 1.859, -3.331], [0.377, -0.331, 3.062], [-1.320, -2.565, -2.290], [-0.289, -0.663, 2.128], [2.468, -3.126, 0.332], [-2.307, -0.329, 2.305], [-2.402, -1.345, -0.262], [0.523, -1.666, -0.701], [-1.466, 0.290, 2.098], [-1.058, -1.392, -1.416], [0.884, -0.529, 0.588], [3.162, 0.319, 3.140], [-2.472, 2.955, -1.238], [2.029, 1.567, -2.228], [-0.591, -1.792, 2.357], [3.970, -1.136, 3.401], [-1.101, 0.140, -2.644], [-1.151, -0.282, -3.759], [-2.605, 1.794, -1.015], [-4.319, -0.162, -2.932], [-2.494, 1.035, -2.469], [1.819, 2.574, 1.157]]}

---

6.
{"formula": "C4H16FN8O4Y", "method": "wB97M-V/def2-TZVPD", "charge": 2, "relative_energy_kj_mol": 331.98, "homo_lumo_gap_ev": 3.793, "species": ["O", "C", "N", "H", "H", "N", "O", "H", "N", "H", "H", "H", "H", "O", "H", "N", "C", "H", "H", "C", "C", "H", "F", "N", "N", "H", "H", "N", "H", "N", "H", "Y", "O", "H"], "xyz": [[-1.920, -0.654, 1.452], [-2.460, -1.087, 2.431], [-3.417, -0.511, 3.123], [-2.361, -2.152, 4.090], [-3.470, -0.780, 4.094], [-0.527, -2.146, -2.532], [-0.490, 2.979, -0.704], [-0.365, -2.092, -3.527], [2.474, -0.846, -2.058], [1.856, 0.553, -0.294], [-0.159, -1.454, -1.895], [1.040, 5.356, 0.576], [1.488, -0.629, -2.063], [4.567, -0.391, -1.305], [-1.160, -3.890, -0.205], [-0.807, -3.089, -0.710], [0.392, 3.612, -0.185], [-0.539, -2.203, -0.306], [3.449, 1.149, 0.173], [3.380, -0.172, -1.340], [-1.139, -3.116, -1.968], [-4.138, 0.063, 2.709], [-0.155, 0.053, -0.611], [0.360, 4.924, -0.034], [2.857, 0.592, -0.426], [2.904, -1.487, -2.710], [2.180, 3.718, 0.585], [1.434, 3.087, 0.328], [-0.402, 5.456, -0.430], [-1.902, -1.888, 3.230], [1.689, 2.129, 0.135], [-2.136, 1.120, -0.051], [-1.558, -3.998, -2.620], [-0.962, -2.209, 3.048]]}

---

7.
{"formula": "C4H16N2O", "method": "wB97M-V/def2-TZVPD", "charge": 2, "relative_energy_kj_mol": 80.77, "homo_lumo_gap_ev": 12.462, "species": ["H", "H", "H", "H", "N", "H", "H", "H", "H", "C", "H", "H", "H", "H", "C", "O", "H", "C", "H", "H", "C", "N", "H"], "xyz": [[-0.847, -0.899, 0.630], [-2.962, -0.012, -0.845], [0.733, 0.983, -2.620], [-1.117, 1.204, -0.509], [-2.313, -0.231, -1.600], [-0.517, 1.293, -3.099], [-0.132, -0.477, -3.078], [1.942, -1.433, 1.745], [0.570, -0.618, 2.293], [-0.198, 0.428, -2.493], [-0.105, -1.653, -0.834], [1.180, 1.920, 3.951], [1.942, -0.830, -0.435], [0.995, 0.655, 4.724], [-0.256, -0.711, -0.295], [1.122, 0.971, 3.813], [1.256, 0.788, 0.114], [1.185, -0.313, 0.181], [-2.624, 0.200, -2.469], [-2.276, -1.246, -1.695], [-0.863, 0.367, -1.164], [1.373, -0.591, 1.659], [1.913, 0.204, 2.024]]}

---

8.
{"formula": "C4H16N2O2", "method": "wB97M-V/def2-TZVPD", "relative_energy_kj_mol": 353.36, "homo_lumo_gap_ev": 8.959, "smiles": "CNCCNC.O.O", "species": ["H", "H", "H", "H", "N", "H", "N", "H", "H", "O", "H", "C", "C", "H", "C", "H", "O", "H", "H", "H", "H", "C", "H", "H"], "xyz": [[-1.098, -0.436, 0.220], [-1.116, 2.562, -1.165], [0.166, -3.251, -0.254], [0.996, -0.415, 1.870], [-0.240, -2.169, 1.630], [0.189, -2.679, 2.349], [0.143, 1.208, -0.100], [0.351, -0.697, -1.029], [-0.060, 1.802, 0.889], [1.679, 1.149, -4.035], [1.592, -1.447, 0.804], [-0.509, 1.766, -1.286], [0.581, -1.152, 1.059], [-0.366, 1.192, 3.281], [-0.053, -0.251, -0.083], [-1.857, 1.595, 2.539], [-1.014, 1.780, 2.771], [-1.282, -3.820, 0.714], [1.860, 1.992, -4.370], [1.804, 1.290, -3.060], [0.189, 2.194, -2.091], [-0.628, -2.923, 0.445], [-1.091, 0.999, -1.825], [-1.257, -2.229, -0.287]]}

---

9.
{"formula": "C4H16N2O2", "method": "wB97M-V/def2-TZVPD", "relative_energy_kj_mol": 271.44, "homo_lumo_gap_ev": 8.876, "smiles": "CNCCCN.O.O", "species": ["H", "H", "H", "N", "C", "H", "H", "H", "O", "H", "C", "O", "H", "C", "C", "H", "H", "H", "H", "H", "N", "H", "H", "H"], "xyz": [[-0.348, -1.653, -0.261], [-2.391, 0.015, -1.672], [-0.074, -1.300, 2.591], [-1.698, 0.072, 0.343], [0.243, -0.720, 1.620], [2.012, -1.497, 0.433], [0.276, -0.810, -2.089], [-1.175, 0.899, 0.148], [1.105, -0.599, -2.601], [0.418, 2.979, -1.236], [-2.639, -0.380, -0.641], [-0.386, 2.403, -1.292], [-1.043, 3.188, -1.161], [1.781, -0.803, 1.382], [-0.838, -1.141, 0.614], [2.188, 1.083, 2.204], [-2.611, -1.419, -0.847], [-3.583, -0.136, -0.222], [-1.551, -1.847, 1.066], [1.541, 0.046, -2.150], [2.309, 0.555, 1.365], [2.496, 0.899, 0.466], [0.075, 0.350, 1.996], [2.453, -1.346, 2.076]]}